Molecular formula: C31H64BrCl18NO3P
Method: DFT, ωB97M-V with the def2-TZVPD basis set

As for the charge: +1. For the frontier orbital gap, the calculation gives 9.410 eV. The value obtained for the total energy is -12698.6752 hartree. The value obtained for the molar mass is 1247.89 g mol⁻¹. The value obtained for the LUMO energy is -0.0831 Eh.

Geometry as XYZ:
```
119
C31H64BrCl18NO3P, DFT ωB97M-V with the def2-TZVPD basis set
C 4.47877 0.08414 1.37017
C 3.80655 -0.71840 0.24042
C 2.28428 -0.74043 0.34315
O 1.76107 -2.04213 -0.01863
C 0.85202 -2.07589 -1.04153
N -0.49027 -1.54208 -0.52548
C -1.51516 -1.37972 -1.61331
O -1.06321 -0.16757 -2.18716
P -3.22283 -1.32892 -0.80290
C -2.98534 0.12851 0.27627
C -4.16206 -0.55795 -2.17491
C -4.64666 -1.53772 -3.24797
C -1.38787 -2.56503 -2.59917
O -0.62840 -3.67190 -2.15932
C 0.56207 -3.52743 -1.39092
C 1.70170 -4.32646 -2.03504
C 2.58752 -3.72051 -3.12838
C 3.70682 -2.80832 -2.65704
Br 1.53018 -2.78564 -4.49020
H 5.04420 -0.57916 2.02294
H 5.18558 0.81083 0.97162
H 3.75838 0.62971 1.98326
H 4.10291 -0.30858 -0.72412
H 4.13812 -1.75554 0.27899
H 1.95948 -0.53969 1.36666
H 1.83259 0.02187 -0.30494
H 1.10706 -1.43515 -1.89006
H -0.37144 -0.61558 -0.10911
H -0.81744 -2.19783 0.19144
H -1.53852 0.00910 -3.01918
H -2.34199 -0.10553 1.12966
H -2.59181 0.99864 -0.25420
H -3.97462 0.36745 0.67836
H -5.00426 -0.06282 -1.69219
H -3.59051 0.25764 -2.62913
H -5.55596 -1.16263 -3.71732
H -4.87389 -2.52253 -2.83402
H -3.90335 -1.68874 -4.03498
H -2.37748 -2.97182 -2.80112
H -0.97752 -2.17154 -3.53526
H 0.35803 -4.00284 -0.41997
H 1.19895 -5.20731 -2.44033
H 2.37092 -4.68002 -1.24662
H 3.02456 -4.55051 -3.67739
H 4.48073 -2.73728 -3.42089
H 3.36636 -1.79459 -2.45575
H 4.15271 -3.20972 -1.74528
Cl -6.86873 1.48914 -3.41930
C -7.34136 1.27646 -5.13012
C -6.87154 2.42363 -5.98907
Cl -7.70778 3.94349 -5.58235
H -8.42386 1.18294 -5.15235
H -6.89337 0.34855 -5.48256
H -7.08492 2.20543 -7.03386
H -5.80554 2.59827 -5.86708
Cl 7.16180 -2.09126 0.23944
C 8.69166 -1.50762 0.96515
C 8.51922 -0.16530 1.62596
Cl 8.16802 1.12540 0.44293
H 9.42661 -1.47387 0.16577
H 8.99745 -2.24332 1.70635
H 9.43688 0.10143 2.14250
H 7.69940 -0.17969 2.34018
Cl -11.44740 7.86661 -2.71817
C -10.69848 6.76188 -3.89969
C -9.51430 7.38698 -4.59314
Cl -9.98916 8.71486 -5.68222
H -11.46579 6.47525 -4.61430
H -10.36958 5.88058 -3.35116
H -9.01794 6.63478 -5.20375
H -8.80546 7.78939 -3.87381
Cl 11.13062 0.04330 4.06430
C 12.19187 1.48604 3.95891
C 12.14834 2.30337 5.22337
Cl 10.55008 3.05026 5.47362
H 11.85681 2.06058 3.09937
H 13.20187 1.12148 3.78394
H 12.88080 3.10602 5.15766
H 12.35866 1.69226 6.09825
Cl -5.37597 2.62304 2.96487
C -4.51618 3.71593 1.85119
C -5.44071 4.32678 0.83213
Cl -6.09570 3.11857 -0.31230
H -3.72854 3.14316 1.37148
H -4.06416 4.49909 2.45794
H -4.89669 5.06600 0.24682
H -6.29324 4.80538 1.30690
Cl 0.75635 -6.23190 -8.24270
C 0.26803 -5.60607 -6.65013
C -1.21646 -5.71719 -6.40948
Cl -2.14936 -4.59835 -7.43922
H 0.58965 -4.57116 -6.58523
H 0.79364 -6.19393 -5.89801
H -1.42977 -5.44736 -5.37566
H -1.57846 -6.72414 -6.60003
Cl -6.57568 -0.60660 0.51689
C -7.20468 -0.33611 2.16975
C -8.60176 -0.87736 2.33223
Cl -9.78477 0.04923 1.37607
H -7.16316 0.73199 2.36225
H -6.52910 -0.84917 2.85284
H -8.89402 -0.79699 3.37786
H -8.66735 -1.91652 2.01993
Cl 11.03852 1.20407 8.44401
C 10.85006 -0.52877 8.07443
C 12.09573 -1.31115 8.40670
Cl 13.45270 -0.88275 7.32741
H 10.61034 -0.60867 7.01612
H 10.01367 -0.89698 8.66575
H 11.90714 -2.37490 8.27439
H 12.42002 -1.12533 9.42718
Cl -2.44822 3.78104 4.99110
C -2.64310 3.25302 6.68881
C -2.74260 1.75472 6.81571
Cl -4.26099 1.11447 6.13400
H -3.52909 3.74575 7.07978
H -1.76602 3.60526 7.22818
H -2.72707 1.48303 7.86967
H -1.91883 1.26115 6.30648
```

These are the Löwdin partial charges, in e, on atoms 1 to 4: -0.10, -0.23, -0.16, -0.06

=====

Molecular formula: C31H68Cl20NO8
Method: DFT, ωB97M-V with the def2-TZVPD basis set

The expectation value of S² is 0.752. For the frontier orbital gap (alpha / beta), the calculation gives 1.601 / 7.685 eV. As for the multiplicity: 2. The value obtained for the total energy is -11082.1975 hartree. The value obtained for the molar mass is 1291.94 g mol⁻¹. The value obtained for the LUMO energy (alpha / beta) is -0.0254 / -0.0254 Eh.

Geometry as XYZ:
```
128
C31H68Cl20NO8, DFT ωB97M-V with the def2-TZVPD basis set
C 12.08856 -8.71590 4.20818
C 11.80711 -9.20526 5.59691
C 10.38614 -8.86724 6.10393
C 10.43368 -9.04180 7.63480
N 9.11204 -8.53133 8.23049
C 9.05643 -7.00570 8.28060
C 8.21974 -6.64889 9.48875
C 8.10506 -7.92186 10.31286
C 9.06576 -8.96958 9.73016
C 7.80624 -9.06861 7.53628
H 11.93041 -7.65592 4.00930
H 11.42456 -9.22530 3.50982
H 13.10468 -9.03049 3.97022
H 12.60803 -8.79004 6.20865
H 11.97365 -10.26643 5.78209
H 9.68089 -9.54177 5.61841
H 10.10411 -7.86149 5.79244
H 11.26547 -8.43806 7.99771
H 10.50599 -10.10881 7.84549
H 8.67320 -6.49600 7.39661
H 10.04865 -6.58709 8.44899
H 7.22932 -6.28662 9.21323
H 8.66299 -5.87501 10.11544
H 7.11743 -8.32801 10.53130
H 8.50277 -7.75866 11.31451
H 8.72868 -9.98108 9.95679
H 10.07255 -8.87119 10.13610
H 6.92521 -8.65196 8.02443
H 7.80510 -10.15663 7.60187
H 7.83062 -8.84226 6.47032
C 14.19359 -9.65614 0.39894
Cl 15.22638 -10.05479 1.76987
Cl 12.59074 -9.17873 0.85668
Cl 14.84798 -8.33049 -0.54252
Cl 14.08318 -11.17091 -0.64674
C 9.48555 -5.48368 2.49290
Cl 8.71875 -6.43277 3.76710
Cl 10.17417 -4.01817 3.16397
Cl 10.79724 -6.44836 1.69361
Cl 8.21151 -5.13518 1.29159
C 4.24812 -6.64292 10.13499
C 4.37787 -6.78695 11.71296
O 3.22129 -7.34947 12.29022
O 4.23481 -7.92851 9.53792
H 4.99664 -6.07308 9.58444
H 3.35562 -6.04915 9.93752
H 4.51816 -5.74896 12.01461
H 5.25036 -7.43044 11.82599
H 3.37341 -7.67790 13.17937
H 3.42101 -8.37672 9.77970
C 10.35623 -3.42474 11.12338
C 9.73209 -3.67683 12.49328
O 10.72154 -3.83588 13.50685
O 11.28558 -4.46537 10.71422
H 10.95739 -2.52880 11.27834
H 9.53286 -3.31487 10.41764
H 9.26944 -4.65874 12.59278
H 8.94571 -2.98454 12.79398
H 11.51492 -4.29770 13.22603
H 12.15984 -4.24273 11.04240
C 12.15225 -7.55104 12.35139
C 12.68033 -6.70981 13.56004
O 12.95010 -5.33522 13.22525
O 11.06086 -6.90520 11.74589
H 11.85940 -8.52583 12.74142
H 13.01559 -7.57904 11.68659
H 13.58251 -7.12122 14.01271
H 11.86238 -6.80714 14.27389
H 13.74959 -4.97338 13.61446
H 11.20698 -5.98253 11.52463
C 13.17560 -10.57985 9.81566
C 14.26630 -11.21713 8.86589
O 14.33381 -12.55478 9.04746
O 11.89847 -11.25359 9.73661
H 13.09872 -9.55761 9.44525
H 13.66136 -10.58108 10.79144
H 15.21025 -10.73118 9.11274
H 14.02731 -11.16385 7.80375
H 13.52523 -12.84011 9.47919
H 11.53350 -11.22170 10.62395
Cl 11.08733 -16.42206 7.35828
C 11.32647 -14.73372 6.83197
C 12.80968 -14.39823 6.44239
Cl 13.12043 -12.84620 5.68291
H 11.00340 -14.01777 7.58772
H 10.74303 -14.55488 5.92880
H 13.14111 -15.17329 5.75136
H 13.51098 -14.48865 7.27191
Cl 2.93022 -12.54117 4.53067
C 4.74741 -12.47140 4.52274
C 5.16665 -11.06954 4.32769
Cl 6.93870 -10.82029 4.46840
H 5.04896 -13.05816 3.65505
H 5.04335 -12.74427 5.53569
H 4.63908 -10.46899 5.06870
H 4.86269 -10.78329 3.32082
Cl 7.27381 -5.84942 14.36923
C 8.61478 -6.90426 14.55781
C 8.18591 -8.38985 14.85358
Cl 7.06011 -8.93927 13.63571
H 9.14244 -6.50550 15.42423
H 9.31446 -6.75650 13.73519
H 7.75844 -8.43887 15.85506
H 9.02888 -9.08040 14.82782
Cl 2.75850 -7.17449 3.85527
C 2.92158 -7.27999 5.59557
C 4.22506 -6.90637 6.22300
Cl 5.63741 -7.68271 5.40446
H 2.57994 -8.26123 5.92505
H 2.23928 -6.56573 6.05645
H 4.16719 -7.05621 7.30110
H 4.50930 -5.85445 6.19503
Cl 12.71953 -1.01894 6.79918
C 12.83298 -2.77585 6.68978
C 11.44287 -3.33293 6.44501
Cl 11.53021 -5.05372 6.68723
H 13.28688 -3.06790 7.63677
H 13.54884 -2.96957 5.89097
H 11.07925 -3.00697 5.47051
H 10.68361 -2.91899 7.10855
Cl 3.34814 -11.29674 10.83584
C 4.63783 -10.78790 11.94742
C 5.69949 -11.86742 12.15775
Cl 6.69752 -12.19370 10.67886
H 4.06036 -10.69649 12.86735
H 4.95943 -9.77441 11.70760
H 5.22769 -12.81827 12.40554
H 6.34339 -11.65227 13.01051
```

These are the Löwdin partial charges, in e, on atoms 1 to 4: -0.14, -0.27, -0.18, -0.10